22
Properties=species:S:1:pos:R:3:forces:R:3:lowdin_charge:R:1 method="wB97M-V/def2-TZVPD" homo_ev=-8.14 orbital_gap_ev=8.053 e_tot_ev=-29065.1253 largest_force_ha_per_bohr=0.0828
H 3.71051 -1.75779 0.17122 -0.51 -0.08 -0.38 0.04
N 2.83790 -2.21125 -0.14546 0.46 -0.73 0.48 0.11
C 1.84420 -1.43735 -0.07429 -2.51 -2.10 -1.26 -0.26
C 1.90591 -0.05440 0.16916 0.82 2.06 1.16 -0.35
C 3.23543 0.48964 0.57478 0.83 -0.64 0.76 -0.08
C 0.92205 0.82374 0.13585 -3.02 2.60 -1.50 -0.11
C -0.56972 0.78687 -0.29465 1.54 0.24 0.81 -0.66
C -1.01923 2.03190 -1.05827 -0.42 -0.60 1.08 -0.13
P -1.46337 -0.40159 0.41733 -0.41 -0.54 -0.04 0.72
S -3.40764 -0.08949 -0.30942 -0.83 -0.48 -0.33 0.43
C -4.25754 -1.65061 0.38657 -0.93 3.35 0.85 -0.41
H 0.76561 -1.83128 -0.30805 2.12 0.38 0.23 0.10
H 3.48254 0.05776 1.58479 0.65 -0.52 -1.30 0.11
H 3.18707 1.48900 0.92244 -0.38 1.38 -0.43 0.05
H 3.97653 0.42864 -0.26267 -0.21 -0.28 1.17 0.11
H 1.16597 1.92575 0.22491 0.14 -1.36 0.24 0.12
H -0.45345 2.03743 -1.97047 0.23 0.41 -0.60 0.07
H -0.71922 2.90238 -0.40960 -0.56 -0.55 -0.86 0.09
H -2.11844 2.00777 -1.30277 1.21 0.24 0.41 0.04
H -3.36214 -2.10194 0.67749 0.77 -1.39 1.37 -0.08
H -4.73191 -2.27383 -0.36301 -0.32 0.43 -0.08 0.02
H -4.93106 -1.17137 1.23409 1.34 -1.82 -1.75 0.07